Density functional theory data (wB97M-V/def2-TZVPD) for C24H43IrN2P3S2 as an isolated structure at a distorted geometry.

Structure (XYZ):
```
75
Properties=species:S:1:pos:R:3:forces:R:3:mulliken_spin:R:1
Ir -0.214168 -0.981815 -0.849682 2.35 2.83 -0.86 1.12
P -1.982003 0.159132 -1.385239 -1.06 -0.54 -0.26 0.28
P -0.162587 -0.618422 1.279722 -0.62 0.38 0.42 0.08
P -0.405010 -3.073472 -1.088853 -0.45 -0.01 0.14 0.26
H 3.864531 -0.858342 -3.855574 -0.68 -0.18 -0.08 0.00
C 3.029586 -1.581581 -3.830983 0.38 -0.36 -0.67 0.00
C 1.754720 -1.274721 -4.069812 0.66 -0.16 -0.92 0.05
H 1.546460 -0.280453 -4.458283 -0.39 -0.01 0.40 -0.01
C -1.778071 1.956332 -1.306386 -0.10 0.60 -0.39 -0.01
C -3.423890 -0.188940 -0.321485 -0.42 0.22 -0.31 0.01
C -2.452629 -0.260911 -3.086865 -0.49 0.59 -0.23 0.04
C 1.438670 -1.017821 1.987258 0.43 -0.08 1.05 0.10
C -0.578745 1.060855 1.841837 0.39 0.15 0.49 0.16
C -1.384312 -1.608403 2.172878 0.20 -0.05 0.50 0.02
C -0.073569 -3.572734 -2.755909 -0.04 -1.10 -0.32 0.04
C -2.076582 -3.522118 -0.643913 -0.29 -1.16 0.01 0.01
C 0.758300 -3.898781 -0.014287 0.24 -1.20 0.04 0.01
H 3.390180 -2.613898 -3.794732 -0.32 0.16 0.47 0.00
H 0.978097 -2.044141 -4.163591 0.55 0.93 -0.24 -0.02
H -0.721430 2.234950 -1.203028 -0.24 -0.12 0.04 0.05
H -2.341790 2.364725 -0.459307 0.05 0.03 -0.32 0.00
H -2.147408 2.374053 -2.251197 -0.05 0.20 0.30 0.00
H -3.345765 0.359152 0.625091 -0.01 -0.09 -0.24 0.00
H -3.546021 -1.254707 -0.097646 0.15 0.29 -0.20 0.00
H -4.323638 0.145161 -0.851138 0.00 0.02 0.22 0.00
H -1.552572 -0.337582 -3.713136 -0.29 0.03 0.21 0.01
H -3.084567 0.552064 -3.466194 -0.11 -0.36 -0.26 0.01
H -2.999594 -1.215054 -3.115214 0.17 0.33 0.02 0.00
H 1.304665 -1.270577 3.046847 0.38 0.06 -0.05 0.00
H 2.102066 -0.150715 1.910108 -0.32 -0.17 0.15 -0.06
H 1.922206 -1.854546 1.472492 -0.28 0.14 0.16 -0.02
H -0.780691 1.012384 2.920574 -0.06 0.29 -0.18 0.01
H -1.438411 1.484717 1.306558 0.14 -0.41 0.27 -0.02
H 0.281042 1.718501 1.653209 -0.42 -0.36 0.17 -0.12
H -1.334455 -1.291297 3.220231 -0.19 -0.25 -0.01 0.00
H -1.155187 -2.674396 2.102276 -0.05 0.14 0.11 0.00
H -2.393564 -1.430648 1.788689 0.28 0.01 0.12 0.00
H -0.077713 -4.655258 -2.761450 0.00 -0.47 -0.46 0.00
H 0.893614 -3.211810 -3.098677 -0.13 -0.47 0.54 -0.03
H -0.832591 -3.198179 -3.441501 -0.11 -0.04 0.09 0.00
H -2.126902 -4.603964 -0.755480 -0.50 -0.23 0.03 0.00
H -2.826476 -3.049677 -1.281247 0.29 -0.12 -0.19 0.00
H -2.337070 -3.277168 0.384911 0.30 -0.03 -0.06 0.00
H 0.822155 -4.924692 -0.378109 0.24 -0.32 0.39 0.01
H 0.440900 -3.891179 1.030404 -0.13 -0.08 -0.15 -0.01
H 1.760765 -3.463904 -0.044959 -0.19 0.01 -0.28 -0.01
C 3.308929 0.634440 -1.635152 -0.40 2.37 -0.80 0.17
C 3.440323 -0.657652 -1.074390 -0.27 -1.11 0.08 0.07
C 4.668803 -1.115413 -0.571678 -0.98 0.42 -0.43 0.05
C 5.811092 -0.300892 -0.698134 0.84 0.01 -0.28 0.16
C 5.703709 0.962561 -1.286678 -0.49 0.94 -0.30 -0.01
C 4.440869 1.456448 -1.637682 2.02 0.29 -0.92 0.09
S 1.921656 1.468229 -2.464985 -0.28 -1.72 0.97 0.52
H 2.252354 2.689126 -3.086836 0.97 -1.10 0.95 0.00
H 2.611556 -1.353468 -1.178252 -0.06 0.14 0.33 -0.05
H 4.754730 -2.139218 -0.189438 -0.10 0.49 -0.14 0.00
H 6.833928 -0.654277 -0.450278 -0.94 0.02 -0.02 0.00
H 6.597937 1.557513 -1.544917 -0.57 -0.36 0.47 0.00
H 4.342349 2.411490 -2.155565 0.40 -0.09 0.42 0.00
N 3.843831 1.756000 1.582687 -0.41 1.73 -0.60 0.17
C 3.147328 2.868699 1.258673 1.35 0.40 0.21 0.07
N 1.837803 2.955969 1.149026 -1.70 1.43 -0.35 0.10
C 1.405956 4.265269 0.941565 1.43 -1.88 0.29 0.25
C 0.073815 4.744230 0.924319 -0.95 0.66 0.09 0.07
C -0.170826 6.115779 0.761043 -0.27 -2.27 0.09 0.03
C 0.885824 6.980755 0.465096 0.66 0.27 0.16 0.22
C 2.215946 6.543260 0.475593 1.24 -1.31 0.11 0.01
C 2.463717 5.203081 0.772133 0.77 0.82 -0.15 0.11
S 4.019349 4.369728 0.980527 -0.38 0.51 -0.04 -0.03
H 4.849555 1.834255 1.708904 -0.31 -0.13 -0.04 0.00
H 3.450829 0.856895 1.390951 -0.20 -0.41 0.23 0.00
H -0.710886 3.999939 1.086410 0.08 0.52 -0.02 0.01
H -1.185244 6.486178 0.824631 0.04 0.01 -0.08 0.00
H 0.696239 8.022279 0.267768 -0.12 0.19 -0.05 0.00
H 3.080523 7.177605 0.259671 -0.59 0.12 0.14 0.00
```
Forces are in eV/Å.

Computed properties:
**2S+1**: 5
**HOMO-LUMO gap (alpha / beta)**: 5.46 / 3.66 eV
**E_HOMO (alpha / beta)**: -13.7 / -16.1 eV
**Total charge**: +3
**Strongest force on any atom**: 3.78 eV Å⁻¹
**Relative energy (zero: lowest compared OMol25 entry of this formula, charge and spin)**: 130.7 kJ/mol
**DFT total energy**: -2973.46724 Eh

=====

Density functional theory data (wB97M-V/def2-TZVPD) for one molecule with the formula C5H9NO.

Structure (XYZ):
```
16
Properties=species:S:1:pos:R:3:forces:R:3:nbo_charge:R:1
C -1.895858 -0.568501 -0.061736 0.06 -0.04 -0.01 -0.64
C -1.453483 0.640550 0.724087 -0.25 -0.02 -0.10 -0.02
N -0.429645 0.562277 1.742828 0.10 -0.18 0.08 -0.57
C -0.136055 1.333972 0.523872 0.17 0.28 -0.22 -0.26
C 0.838773 0.928839 -0.519958 -0.13 -0.35 0.44 0.24
C 2.356140 -0.755747 -1.048167 0.18 -0.12 -0.14 -0.25
O 1.304954 -0.260154 -0.208354 -0.12 0.46 -0.09 -0.51
H -2.427095 -0.267014 -0.970603 0.09 -0.04 0.13 0.22
H -2.583188 -1.168754 0.545355 0.11 0.08 -0.08 0.22
H -1.049681 -1.200431 -0.346857 -0.11 0.09 0.03 0.21
H -2.271453 1.306025 1.000581 0.13 -0.08 -0.06 0.20
H 0.056169 -0.331634 1.668592 -0.09 0.09 0.03 0.35
H -0.145693 2.413243 0.664412 -0.02 -0.16 -0.03 0.22
H 2.535264 -0.034905 -1.847921 -0.03 -0.13 0.09 0.21
H 2.057028 -1.728243 -1.444787 0.00 0.13 0.05 0.19
H 3.243822 -0.869523 -0.421350 -0.11 -0.01 -0.11 0.19
```
Forces are in eV/Å.

Computed properties:
**HOMO-LUMO gap**: 9.42 eV
**E_HOMO**: -8.6 eV
**Strongest force on any atom**: 0.57 eV Å⁻¹
**Relative energy (zero: lowest compared OMol25 entry of this formula, charge and spin)**: 428.9 kJ/mol
**DFT total energy**: -325.77418 Eh

=====

Density functional theory data (wB97M-V/def2-TZVPD) for a 2-piece molecular cluster, C5H14 overall at a distorted geometry.

Structure (XYZ):
```
19
Properties=species:S:1:pos:R:3:forces:R:3:nbo_charge:R:1
C -1.376652 0.037173 0.479043 -2.63 -0.28 -1.07 -0.39
C -2.130021 -0.804118 1.592179 1.97 1.84 -0.22 -0.61
C -1.146721 -0.924003 -0.741086 -3.41 0.93 -1.46 -0.62
H -1.964622 1.018290 0.149417 0.79 -2.27 0.68 0.20
H -0.463082 0.448959 0.807868 0.79 0.01 0.60 0.19
H -2.054829 -1.841917 1.447385 1.00 -1.43 -0.04 0.21
H -1.975565 -1.708350 -0.941454 1.11 1.19 0.99 0.20
H -1.143790 -0.450469 -1.741320 0.00 0.54 0.55 0.21
H -3.137696 -0.696928 1.500387 -3.11 0.78 -0.61 0.20
H -1.968603 -0.524689 2.629896 0.64 0.01 0.03 0.21
H -0.253277 -1.425346 -0.765272 2.32 -1.39 0.68 0.20
C 2.089137 0.811419 0.069012 -0.58 1.04 2.49 -0.63
C 2.484030 0.915255 -1.324180 -3.88 -0.07 -3.78 -0.60
H 1.072284 0.626990 0.407934 0.05 0.16 -1.06 0.21
H 2.597052 0.052059 0.521346 1.53 -2.73 1.11 0.20
H 2.428203 1.575303 0.746323 0.05 1.26 -0.19 0.20
H 1.456708 1.343900 -1.916793 3.18 -0.48 1.13 0.19
H 3.394074 1.487428 -1.526046 -0.40 -0.16 -0.11 0.22
H 2.494507 -0.119583 -1.769482 0.58 1.03 0.28 0.21
```
Forces are in eV/Å.

Computed properties:
**HOMO-LUMO gap**: 12.02 eV
**E_HOMO**: -10.9 eV
**Strongest force on any atom**: 5.41 eV Å⁻¹
**Relative energy (zero: lowest compared OMol25 entry of this formula, charge and spin)**: 194.6 kJ/mol
**DFT total energy**: -198.81505 Eh

=====

Density functional theory data (wB97M-V/def2-TZVPD) for a 2-piece molecular cluster, C5H14S overall.

Structure (XYZ):
```
20
Properties=species:S:1:pos:R:3:forces:R:3:nbo_charge:R:1
C 3.399124 -0.620060 -0.641906 0.26 0.08 -0.44 -0.75
C 1.281187 -2.230804 0.091783 -0.27 0.02 0.23 -0.75
S 3.021527 -1.975280 0.470823 -0.23 0.12 0.25 0.20
H 3.425084 -0.972166 -1.669945 0.09 -0.03 -0.12 0.21
H 2.755943 0.261514 -0.622445 -0.29 -0.24 0.44 0.21
H 4.393227 -0.284463 -0.363373 0.18 0.00 -0.06 0.23
H 0.812107 -2.783332 0.906584 0.19 -0.03 0.05 0.23
H 1.112980 -2.795366 -0.819412 0.09 0.05 -0.22 0.21
H 0.780108 -1.266215 0.043582 -0.01 0.01 -0.12 0.21
C -1.361315 0.971468 0.025065 -0.01 -0.68 0.21 -0.40
C -1.571853 1.625369 1.396212 0.31 -0.58 0.02 -0.61
C -2.667406 0.868907 -0.778648 0.51 0.52 -0.33 -0.61
H -0.531550 1.395261 -0.548782 -0.35 0.45 0.02 0.20
H -1.017143 -0.052626 0.220250 -0.01 0.11 -0.09 0.19
H -2.364499 2.367465 1.379833 0.12 0.27 0.01 0.20
H -3.274679 1.766154 -0.635203 -0.18 -0.20 0.30 0.20
H -2.464742 0.894581 -1.850312 0.03 -0.46 -0.05 0.21
H -0.649128 2.023250 1.815909 -0.02 0.30 -0.13 0.21
H -1.863040 0.845539 2.098087 -0.30 0.02 0.12 0.20
H -3.215934 -0.039195 -0.518102 -0.14 0.27 -0.08 0.21
```
Forces are in eV/Å.

Computed properties:
**HOMO-LUMO gap**: 9.46 eV
**E_HOMO**: -8.5 eV
**Strongest force on any atom**: 0.80 eV Å⁻¹
**Relative energy (zero: lowest compared OMol25 entry of this formula, charge and spin)**: 39.3 kJ/mol
**DFT total energy**: -597.06233 Eh

=====

Density functional theory data (wB97M-V/def2-TZVPD) for C2H6MnO3 as an isolated structure at a distorted geometry.

Structure (XYZ):
```
12
Properties=species:S:1:pos:R:3:forces:R:3:mulliken_spin:R:1
O 0.118466 1.166530 -0.472432 -1.54 0.34 -0.87 0.12
Mn 1.549434 0.246418 -1.226442 -0.56 0.24 0.49 4.70
O 1.977355 0.717174 0.544695 2.01 -0.96 0.51 0.30
C -1.141810 0.815754 0.020331 -0.28 0.38 -0.43 0.00
C -1.339369 -0.684363 0.172185 0.05 -0.15 0.26 0.03
H -1.308654 1.317778 0.991501 0.11 -0.17 -0.25 0.00
H -1.903012 1.216214 -0.674968 -0.01 -0.14 0.23 0.00
H -0.685768 -1.082528 0.962413 -0.14 0.08 -0.21 0.00
H -2.381005 -0.913852 0.439269 0.26 -0.01 -0.07 0.00
H -1.101249 -1.205430 -0.768610 -0.11 0.12 0.13 0.00
O 3.121771 -0.420864 -0.293896 0.37 0.21 0.11 -0.15
H 3.093836 -1.172833 0.305959 -0.16 0.07 0.10 0.01
```
Forces are in eV/Å.

Computed properties:
**2S+1**: 6
**HOMO-LUMO gap (alpha / beta)**: 7.74 / 7.59 eV
**E_HOMO (alpha / beta)**: -8.3 / -8.7 eV
**Strongest force on any atom**: 2.29 eV Å⁻¹
**DFT total energy**: -1456.32428 Eh

=====

Density functional theory data (wB97M-V/def2-TZVPD) for C8H17N2O as an isolated structure at a distorted geometry.

Structure (XYZ):
```
28
Properties=species:S:1:pos:R:3:forces:R:3:nbo_charge:R:1
C -1.448990 -1.294506 -1.458812 -2.18 -0.56 0.34 0.17
C -1.640454 -0.822860 -0.015430 0.17 1.97 0.20 -0.17
C -0.342938 -0.035668 -0.551284 0.00 3.07 2.97 0.32
C -2.846603 0.145624 0.231991 -0.18 -0.78 -3.08 -0.58
C -1.626854 -1.611650 1.310466 -1.90 -1.17 -2.55 -0.64
C -0.154173 2.374874 -0.409368 -2.37 -3.05 -2.16 -0.47
C 3.346597 0.176311 0.591793 -0.02 1.40 0.50 -0.65
C 2.225866 -0.075719 -0.393014 0.90 -2.70 0.12 0.28
N -0.473491 -0.591656 -1.840856 1.65 0.57 -0.73 -0.48
N 0.887020 -0.475735 0.228961 -1.07 -2.44 -3.32 -0.60
O 2.539568 -1.204671 -1.193070 -0.46 0.40 -0.70 -0.71
H -2.093440 -1.803165 -2.152541 -0.19 -0.80 -0.07 0.22
H -3.044172 0.844847 -0.626806 0.09 -0.84 0.65 0.22
H -2.526940 0.731399 1.025017 0.17 1.17 1.71 0.21
H -3.747910 -0.441019 0.474032 0.34 0.40 -0.07 0.24
H -2.147854 -2.579967 1.120297 -0.35 0.88 0.41 0.26
H -2.062397 -1.031631 2.091837 -0.53 0.15 0.46 0.24
H -0.747834 -1.987536 1.651078 3.21 -0.79 0.87 0.20
H -1.164381 2.785574 -0.126529 1.20 -0.73 -0.40 0.23
H 0.059407 2.325884 -1.509824 -0.03 0.61 1.38 0.23
H 0.608707 2.528480 0.299074 0.98 0.10 0.56 0.19
H 4.327796 0.464172 0.108994 -1.28 -0.70 0.23 0.27
H 3.069567 1.076744 1.201151 0.18 -0.77 -0.32 0.23
H 3.460292 -0.673796 1.272346 0.19 0.11 -0.26 0.24
H 1.938860 0.711893 -0.990686 -0.16 2.10 -1.21 0.19
H 0.565030 -0.402340 1.136208 0.26 1.14 3.01 0.44
H 0.828918 -1.524973 0.087233 0.70 0.95 0.17 0.43
H 2.029824 -1.223923 -2.052288 0.65 0.33 1.27 0.51
```
Forces are in eV/Å.

Computed properties:
**HOMO-LUMO gap**: 9.07 eV
**E_HOMO**: -13.2 eV
**Total charge**: +1
**Strongest force on any atom**: 4.42 eV Å⁻¹
**Relative energy (zero: lowest compared OMol25 entry of this formula, charge and spin)**: 533.3 kJ/mol
**DFT total energy**: -499.32927 Eh

=====

Copy entry 2 word for word.
Density functional theory data (wB97M-V/def2-TZVPD) for one molecule with the formula C5H9NO.

Structure (XYZ):
```
16
Properties=species:S:1:pos:R:3:forces:R:3:nbo_charge:R:1
C -1.895858 -0.568501 -0.061736 0.06 -0.04 -0.01 -0.64
C -1.453483 0.640550 0.724087 -0.25 -0.02 -0.10 -0.02
N -0.429645 0.562277 1.742828 0.10 -0.18 0.08 -0.57
C -0.136055 1.333972 0.523872 0.17 0.28 -0.22 -0.26
C 0.838773 0.928839 -0.519958 -0.13 -0.35 0.44 0.24
C 2.356140 -0.755747 -1.048167 0.18 -0.12 -0.14 -0.25
O 1.304954 -0.260154 -0.208354 -0.12 0.46 -0.09 -0.51
H -2.427095 -0.267014 -0.970603 0.09 -0.04 0.13 0.22
H -2.583188 -1.168754 0.545355 0.11 0.08 -0.08 0.22
H -1.049681 -1.200431 -0.346857 -0.11 0.09 0.03 0.21
H -2.271453 1.306025 1.000581 0.13 -0.08 -0.06 0.20
H 0.056169 -0.331634 1.668592 -0.09 0.09 0.03 0.35
H -0.145693 2.413243 0.664412 -0.02 -0.16 -0.03 0.22
H 2.535264 -0.034905 -1.847921 -0.03 -0.13 0.09 0.21
H 2.057028 -1.728243 -1.444787 0.00 0.13 0.05 0.19
H 3.243822 -0.869523 -0.421350 -0.11 -0.01 -0.11 0.19
```
Forces are in eV/Å.

Computed properties:
**HOMO-LUMO gap**: 9.42 eV
**E_HOMO**: -8.6 eV
**Strongest force on any atom**: 0.57 eV Å⁻¹
**Relative energy (zero: lowest compared OMol25 entry of this formula, charge and spin)**: 428.9 kJ/mol
**DFT total energy**: -325.77418 Eh